No. 1
{"formula": "C29H27N2O2", "method": "ωB97M-V/def2-TZVPD", "symbols": ["C", "C", "C", "C", "C", "C", "C", "N", "C", "C", "N", "H", "H", "H", "H", "H", "H", "H", "H", "H", "H", "C", "O", "C", "C", "C", "C", "C", "C", "C", "C", "C", "O", "C", "C", "C", "C", "C", "C", "C", "C", "C", "C", "H", "H", "H", "H", "H", "H", "H", "H", "H", "H", "H", "H", "H", "H", "H", "H", "H"], "xyz": [[-3.695, 0.286, 3.144], [-2.246, -0.084, 3.219], [-1.234, 0.875, 3.350], [0.080, 0.451, 3.368], [0.394, -0.926, 3.290], [-0.597, -1.914, 3.193], [-1.931, -1.454, 3.141], [1.785, -0.973, 3.228], [2.248, 0.293, 3.270], [3.709, 0.522, 3.211], [1.264, 1.204, 3.358], [-4.303, -0.637, 3.122], [-3.999, 0.877, 4.023], [-3.913, 0.858, 2.224], [-1.436, 1.948, 3.410], [-0.414, -2.985, 3.153], [-2.783, -2.143, 3.041], [2.339, -1.813, 3.258], [3.904, 1.610, 3.253], [4.178, 0.053, 4.096], [4.140, 0.134, 2.270], [2.017, 6.200, 8.939], [2.518, 4.948, 8.442], [2.277, 4.628, 7.139], [2.509, 3.286, 6.758], [2.089, 2.868, 5.511], [1.518, 3.721, 4.526], [1.367, 3.225, 3.146], [0.267, 3.738, 2.311], [0.283, 3.400, 0.931], [-0.488, 4.085, 0.003], [-1.264, 5.168, 0.425], [-1.973, 5.852, -0.564], [-1.618, 7.114, -1.021], [-1.303, 7.248, -2.385], [-0.809, 8.469, -2.841], [-0.707, 9.561, -1.979], [-1.070, 9.417, -0.636], [-1.514, 8.189, -0.136], [-1.405, 5.464, 1.782], [-0.690, 4.714, 2.710], [1.302, 5.065, 4.953], [1.662, 5.519, 6.215], [2.332, 6.238, 9.981], [2.440, 7.053, 8.383], [0.918, 6.236, 8.882], [2.913, 2.534, 7.461], [2.136, 1.825, 5.236], [2.374, 3.080, 2.585], [0.948, 2.593, 0.623], [-0.444, 3.800, -1.051], [-1.364, 6.365, -3.027], [-0.506, 8.550, -3.885], [-0.335, 10.515, -2.358], [-1.019, 10.265, 0.045], [-1.746, 8.054, 0.927], [-2.077, 6.274, 2.077], [-0.873, 4.962, 3.767], [0.836, 5.813, 4.295], [1.389, 6.523, 6.546]], "atomic_forces_ev_per_a": [[-0.489, 0.077, -0.017], [0.383, -0.014, 0.049], [-0.562, 0.206, -0.015], [0.010, -0.504, -0.273], [-0.564, 0.073, -0.156], [-0.922, 0.620, 0.004], [0.921, -0.078, 0.138], [-0.808, 0.393, 0.275], [-0.138, 0.356, -0.235], [0.385, 0.926, 0.129], [0.284, -0.671, -0.511], [0.160, 0.561, 0.014], [0.030, -0.125, -0.390], [0.037, -0.143, 0.438], [-0.199, -0.463, -0.033], [0.266, 0.284, -0.037], [0.728, 0.152, 0.084], [0.146, 0.139, -0.084], [0.074, -0.596, 0.044], [-0.007, 0.183, -0.536], [-0.176, 0.044, 0.555], [0.064, -0.030, -0.225], [-0.051, 0.080, -0.820], [-0.729, 0.177, 0.202], [-0.286, 0.028, 0.149], [0.065, 0.446, -0.572], [0.693, 0.364, 1.767], [0.882, -0.521, -0.486], [-0.206, 0.137, -1.090], [0.088, 0.337, 0.571], [0.309, -0.313, 0.058], [-0.382, 0.535, -0.957], [-0.046, -0.987, 0.616], [0.799, 0.464, 0.034], [0.157, -0.208, 0.807], [-0.247, -0.088, -0.069], [-0.066, -0.161, 0.166], [-0.067, 0.009, -0.018], [0.078, -0.135, -0.384], [0.036, -0.212, -0.326], [0.186, 0.016, 0.671], [-0.125, -0.108, -0.792], [0.284, -0.923, 0.891], [-0.043, 0.049, -0.175], [-0.063, -0.303, 0.251], [0.321, -0.081, -0.016], [-0.284, 0.798, -0.341], [0.300, 0.055, 0.365], [-2.027, 0.142, 0.886], [-0.124, 0.217, -0.122], [-0.125, 0.273, 0.357], [-0.032, 0.380, 0.183], [-0.115, 0.078, 0.297], [-0.134, -0.274, 0.189], [0.080, -0.154, -0.213], [0.054, 0.194, -0.566], [0.245, -0.487, 0.058], [0.256, -0.368, -0.634], [0.493, -0.507, 0.208], [0.204, -0.336, -0.365]], "homo_lumo_gap_ha": 0.270, "total_charge": 1, "lumo_energy_ha": -0.134, "max_force_ev_per_a": 2.22}

No. 2
{"formula": "C45H37F6N5O6PReS4Si", "method": "ωB97M-V/def2-TZVPD", "symbols": ["Re", "C", "O", "C", "S", "S", "H", "H", "H", "F", "P", "F", "F", "F", "F", "F", "C", "C", "C", "C", "C", "C", "Si", "C", "C", "C", "C", "C", "C", "C", "C", "C", "C", "C", "C", "H", "H", "H", "H", "H", "H", "H", "H", "H", "H", "H", "H", "H", "H", "H", "O", "C", "O", "C", "N", "C", "C", "O", "N", "C", "C", "C", "C", "C", "C", "C", "C", "C", "C", "C", "C", "H", "H", "H", "H", "H", "H", "H", "H", "H", "H", "H", "N", "C", "C", "C", "C", "C", "C", "S", "O", "O", "N", "C", "S", "C", "C", "N", "H", "H", "H", "H", "H", "H", "H", "H"], "xyz": [[-0.754, -1.124, 1.813], [-3.151, -1.183, 5.939], [-2.165, -1.294, 4.906], [-0.899, -1.101, 5.223], [-0.309, -0.793, 6.705], [0.240, -1.190, 3.874], [-4.089, -1.446, 5.462], [-3.175, -0.163, 6.316], [-2.922, -1.863, 6.757], [1.328, -0.718, 1.125], [2.689, 0.306, 0.752], [3.897, 1.265, 0.384], [1.977, 0.565, -0.689], [3.233, -0.007, 2.203], [3.393, -0.978, 0.146], [1.810, 1.537, 1.334], [0.924, 3.812, -4.537], [1.529, 3.513, -3.323], [1.072, 2.448, -2.560], [-0.011, 1.671, -2.994], [-0.605, 1.984, -4.222], [-0.142, 3.045, -4.987], [-0.610, 0.130, -2.149], [0.353, -1.381, -2.592], [0.685, -1.556, -3.939], [1.324, -2.712, -4.364], [1.647, -3.706, -3.448], [1.342, -3.538, -2.104], [0.699, -2.383, -1.685], [-2.420, -0.158, -2.468], [-2.900, -1.424, -2.812], [-4.263, -1.650, -2.957], [-5.164, -0.612, -2.765], [-4.703, 0.656, -2.430], [-3.343, 0.879, -2.285], [1.291, 4.634, -5.138], [2.379, 4.092, -2.981], [1.598, 2.195, -1.645], [-1.450, 1.401, -4.574], [-0.616, 3.276, -5.933], [0.455, -0.781, -4.664], [1.578, -2.832, -5.410], [2.142, -4.610, -3.783], [1.618, -4.295, -1.380], [0.500, -2.258, -0.627], [-2.201, -2.240, -2.965], [-4.622, -2.637, -3.222], [-6.226, -0.789, -2.875], [-5.405, 1.467, -2.284], [-2.995, 1.875, -2.026], [-3.691, -1.454, 2.514], [-2.573, -1.320, 2.295], [-0.684, 0.352, -0.430], [-0.752, 1.329, 0.429], [-0.801, 2.627, 0.184], [-0.854, 3.348, 1.465], [-0.944, 2.146, 2.452], [-1.060, 2.187, 3.643], [-0.885, 0.982, 1.689], [-2.099, 4.241, 1.527], [-2.551, 4.855, 0.363], [-3.637, 5.716, 0.397], [-4.283, 5.974, 1.597], [-3.829, 5.369, 2.760], [-2.741, 4.508, 2.730], [0.403, 4.197, 1.686], [0.997, 4.845, 0.608], [2.095, 5.669, 0.800], [2.607, 5.858, 2.075], [2.011, 5.221, 3.151], [0.912, 4.394, 2.962], [-0.470, 3.026, -0.680], [-2.058, 4.670, -0.584], [-3.977, 6.186, -0.518], [-5.134, 6.642, 1.624], [-4.324, 5.568, 3.702], [-2.395, 4.046, 3.645], [0.616, 4.726, -0.401], [2.547, 6.163, -0.050], [3.467, 6.497, 2.226], [2.402, 5.360, 4.151], [0.464, 3.893, 3.809], [5.498, -5.483, -2.601], [4.761, -5.327, -1.443], [3.937, -6.357, -0.981], [3.242, -6.220, 0.208], [3.363, -5.048, 0.942], [4.176, -4.014, 0.493], [4.865, -4.150, -0.694], [2.467, -4.838, 2.438], [3.327, -4.257, 3.420], [1.810, -6.093, 2.722], [1.353, -3.690, 2.061], [0.237, -4.024, 1.505], [-0.271, -5.629, 0.956], [-1.736, -4.971, 0.303], [-1.847, -3.673, 0.572], [-0.766, -3.102, 1.258], [5.260, -6.232, -3.225], [5.908, -4.668, -3.020], [3.851, -7.270, -1.559], [2.607, -7.014, 0.577], [4.260, -3.110, 1.079], [5.491, -3.339, -1.050], [-2.453, -5.591, -0.211], [-2.686, -3.046, 0.309]], "atomic_forces_ev_per_a": [[0.393, -0.616, 2.735], [-0.041, 0.012, 0.029], [0.217, -0.038, -0.096], [-0.320, 0.043, 0.475], [0.060, -0.004, -0.107], [-0.996, -0.007, -1.688], [-0.003, 0.011, -0.026], [0.017, 0.012, 0.004], [0.025, -0.033, -0.005], [-0.011, -0.267, -0.127], [-0.034, 0.163, 0.249], [-0.061, -0.026, -0.013], [0.100, -0.299, 0.073], [0.050, -0.014, 0.015], [0.084, -0.146, -0.026], [0.110, -0.003, 0.001], [-0.028, -0.020, -0.036], [-0.040, -0.003, -0.035], [0.133, 0.071, 0.025], [0.029, 0.062, 0.034], [-0.098, 0.108, 0.071], [0.004, 0.016, 0.005], [-0.301, 0.041, -0.219], [0.149, 0.003, 0.211], [-0.011, -0.003, 0.016], [-0.008, 0.012, 0.019], [-0.044, 0.043, -0.006], [0.051, -0.022, -0.033], [0.035, 0.063, 0.103], [-0.010, 0.032, -0.121], [-0.022, 0.021, 0.022], [-0.019, 0.028, -0.003], [0.053, -0.018, 0.007], [-0.009, -0.006, 0.001], [-0.003, -0.015, 0.007], [-0.013, 0.007, 0.007], [-0.043, -0.005, 0.010], [-0.149, 0.175, -0.203], [0.038, 0.035, -0.021], [0.015, -0.011, 0.001], [-0.001, -0.028, 0.003], [-0.006, -0.010, 0.013], [0.023, 0.015, 0.027], [0.011, -0.019, 0.009], [0.046, -0.003, -0.132], [-0.015, 0.006, 0.010], [0.005, 0.015, 0.003], [0.010, 0.002, -0.006], [0.018, -0.016, 0.002], [-0.022, -0.022, 0.000], [-0.132, 0.047, -0.005], [0.769, 0.126, -0.185], [0.121, -0.155, 0.222], [-0.221, 0.060, -0.375], [0.120, 0.007, -0.040], [0.011, 0.127, 0.050], [-0.016, -0.133, -0.052], [-0.009, 0.026, 0.047], [0.101, 0.135, -0.442], [0.045, -0.086, -0.060], [-0.011, -0.028, -0.002], [0.008, -0.004, 0.000], [0.015, -0.019, 0.004], [0.002, 0.006, -0.023], [0.001, 0.039, 0.058], [-0.051, -0.021, 0.038], [-0.025, -0.018, 0.007], [-0.024, -0.014, -0.025], [-0.001, -0.008, 0.015], [-0.022, -0.015, -0.001], [0.008, -0.016, 0.012], [0.031, -0.049, -0.076], [-0.026, 0.013, 0.016], [0.000, -0.007, 0.010], [0.014, -0.002, 0.009], [0.007, -0.012, -0.010], [0.006, 0.009, -0.038], [0.000, 0.011, -0.010], [0.007, -0.011, 0.008], [-0.003, -0.003, 0.002], [0.015, -0.007, -0.009], [0.011, 0.031, -0.022], [0.024, -0.031, 0.112], [-0.009, -0.013, -0.058], [0.006, -0.014, -0.042], [-0.027, 0.099, -0.037], [-0.054, -0.012, -0.008], [0.033, 0.022, -0.026], [0.004, 0.062, 0.004], [-0.056, -0.003, 0.033], [0.022, 0.053, -0.018], [-0.018, 0.015, -0.025], [-0.156, 0.081, 0.099], [-0.125, -0.014, -0.335], [0.111, -0.002, 0.045], [0.010, -0.078, -0.051], [-0.020, 0.117, 0.287], [0.136, 0.281, -0.377], [-0.025, 0.025, -0.027], [-0.044, 0.013, -0.030], [0.012, -0.012, 0.027], [0.016, -0.017, -0.003], [0.007, 0.049, -0.017], [-0.009, -0.032, 0.028], [0.029, 0.023, 0.024], [0.014, 0.016, -0.010]], "homo_lumo_gap_ha": 0.220, "lumo_energy_ha": -0.068, "max_force_ev_per_a": 2.83}

No. 3
{"formula": "C9H24ClI2MnN2P2S", "method": "ωB97M-V/def2-TZVPD", "symbols": ["I", "I", "Mn", "P", "C", "C", "H", "H", "H", "H", "H", "H", "C", "H", "H", "H", "P", "C", "C", "H", "H", "H", "C", "H", "H", "H", "H", "H", "H", "Cl", "S", "C", "N", "C", "C", "N", "H", "H", "H", "H", "H", "H"], "xyz": [[-1.122, -3.918, -1.033], [-1.134, -1.197, 1.542], [-0.231, -1.125, -0.803], [1.822, -1.978, 0.133], [2.288, -1.551, 1.839], [1.813, -3.805, 0.104], [2.809, -4.223, 0.285], [4.165, -2.054, -0.448], [1.450, -4.103, -0.895], [3.102, -1.739, -1.872], [1.593, -2.009, 2.546], [1.075, -4.153, 0.838], [3.294, -1.502, -0.822], [3.309, -1.912, 2.030], [3.447, -0.420, -0.729], [2.247, -0.462, 1.981], [-2.364, -0.102, -1.253], [-3.079, 0.952, 0.053], [-2.261, 1.014, -2.690], [-3.246, -1.958, -2.473], [-4.550, -0.791, -2.003], [-3.842, -1.956, -0.810], [-3.645, -1.316, -1.680], [-1.786, 0.468, -3.512], [-3.271, 1.343, -2.968], [-3.959, 1.483, -0.320], [-2.328, 1.674, 0.411], [-1.624, 1.871, -2.433], [-3.360, 0.330, 0.908], [0.360, -1.450, -2.903], [0.778, 0.948, -0.922], [0.698, 1.945, 0.484], [-0.245, 2.885, 0.708], [0.109, 3.752, 1.830], [1.412, 3.150, 2.329], [1.650, 2.058, 1.420], [-0.991, 3.111, 0.030], [-0.688, 3.739, 2.576], [0.260, 4.791, 1.502], [1.340, 2.785, 3.346], [2.198, 3.904, 2.292], [2.507, 1.520, 1.380]], "atomic_forces_ev_per_a": [[-0.859, 0.762, -0.183], [-0.018, -0.305, 0.964], [-0.105, -0.659, -0.168], [1.065, -0.645, 0.192], [-0.052, 0.153, 0.072], [-0.056, 0.163, -0.354], [-0.158, 0.151, 0.125], [-0.177, 0.150, -0.112], [0.687, -0.013, 0.573], [0.220, 0.043, 0.105], [0.175, 0.057, -0.058], [0.414, -0.056, -0.108], [-0.333, 0.096, -0.160], [-0.300, 0.104, -0.088], [0.085, -0.280, -0.059], [0.030, -0.395, 0.025], [-0.698, 0.561, -0.513], [0.097, -0.025, 0.206], [0.226, -0.196, 0.110], [-0.260, 0.199, -0.008], [0.103, -0.181, 0.043], [-0.116, 0.226, -0.189], [0.334, -0.181, 0.205], [-0.169, 0.189, 0.023], [0.279, -0.034, 0.024], [0.117, -0.070, -0.088], [-0.399, -0.359, -0.153], [-0.257, -0.187, -0.158], [-0.115, 0.259, -0.260], [-0.035, 0.116, 0.120], [0.250, -0.035, -0.577], [-0.359, 1.520, 1.474], [0.191, -0.763, -1.136], [-0.661, 0.754, 0.058], [0.340, 0.592, 0.816], [-0.316, -0.913, -1.450], [0.901, -0.287, 0.631], [0.129, -0.003, -0.054], [-0.202, -0.368, -0.037], [-0.025, -0.066, 0.196], [0.227, -0.247, -0.045], [-0.200, 0.175, -0.007]], "multiplicity": 5, "homo_lumo_gap_ha": [0.195, 0.198], "total_charge": 2, "lumo_energy_ha": [-0.353, -0.354], "max_force_ev_per_a": 2.15}

No. 4
{"formula": "C11H28Br2O4Si2", "method": "ωB97M-V/def2-TZVPD", "symbols": ["C", "C", "C", "O", "Si", "C", "C", "C", "Br", "O", "Si", "Br", "C", "C", "C", "O", "H", "H", "H", "H", "H", "H", "H", "H", "H", "H", "H", "H", "H", "H", "H", "H", "H", "H", "H", "H", "H", "H", "C", "C", "O", "H", "H", "H", "H", "H", "H"], "xyz": [[-2.706, -3.980, 0.784], [-2.352, -2.618, 0.195], [-2.316, -1.528, 1.241], [-1.548, -1.846, 2.407], [0.086, -2.065, 2.244], [1.002, -1.654, 3.827], [0.540, -0.446, 4.622], [-0.901, -0.487, 5.050], [1.668, -0.390, 6.270], [0.592, -1.222, 0.886], [1.477, 0.175, 0.992], [0.083, 1.840, 1.567], [2.225, 0.583, -0.673], [1.281, 1.240, -1.672], [0.130, 0.369, -2.091], [-0.817, 1.184, -2.800], [-1.820, -4.495, 1.127], [-3.259, -4.573, 0.069], [-3.345, -3.822, 1.648], [-3.128, -2.335, -0.511], [-1.438, -2.659, -0.387], [-1.995, -0.582, 0.814], [-3.335, -1.376, 1.582], [0.332, -3.494, 1.962], [2.069, -1.589, 3.667], [0.863, -2.524, 4.463], [0.792, 0.478, 4.128], [-1.505, -0.058, 4.257], [-1.253, -1.500, 5.184], [-1.078, 0.096, 5.940], [2.562, 0.040, 1.976], [2.716, -0.297, -1.077], [3.017, 1.293, -0.445], [1.843, 1.476, -2.570], [0.903, 2.181, -1.293], [-0.367, -0.100, -1.244], [0.491, -0.425, -2.745], [-1.703, 0.845, -2.594], [0.750, 4.560, -4.846], [1.568, 3.588, -5.677], [1.729, 2.336, -5.018], [1.223, 4.720, -3.877], [0.651, 5.522, -5.351], [-0.250, 4.162, -4.661], [2.571, 3.978, -5.844], [1.099, 3.431, -6.654], [0.850, 1.968, -4.867]], "atomic_forces_ev_per_a": [[-0.084, 0.551, 0.114], [-0.180, -0.181, -0.073], [-0.373, 0.022, 0.179], [0.712, 0.166, -0.382], [-0.440, -0.461, -0.373], [-0.578, 0.305, 0.011], [0.510, -0.394, 0.550], [-0.311, 0.343, -0.412], [0.025, 0.080, -0.105], [0.357, 0.357, 1.080], [0.056, -0.209, -1.093], [0.169, -0.201, 0.097], [-0.414, 0.331, 0.618], [0.377, -0.124, -0.401], [-0.474, 0.136, -0.109], [-0.344, -0.319, 0.094], [0.143, -0.313, 0.028], [0.080, -0.337, -0.152], [-0.169, -0.132, 0.174], [-0.169, 0.175, -0.177], [0.379, -0.025, -0.033], [0.243, 0.165, -0.052], [-0.183, 0.030, 0.254], [0.113, 0.023, -0.090], [0.304, -0.043, -0.294], [-0.100, -0.319, 0.081], [0.038, 0.324, -0.089], [-0.163, 0.036, -0.181], [-0.003, -0.300, 0.248], [0.002, 0.093, 0.266], [-0.164, 0.077, 0.256], [0.014, -0.278, -0.078], [0.278, 0.113, 0.023], [0.116, 0.228, -0.180], [-0.156, 0.145, 0.223], [0.010, -0.046, 0.217], [0.010, -0.209, -0.073], [0.437, 0.231, -0.247], [0.017, -0.026, 0.040], [-0.204, -0.081, 0.097], [-0.002, -0.022, -0.036], [0.031, 0.021, -0.011], [-0.009, -0.004, -0.009], [-0.016, 0.014, -0.040], [0.044, -0.049, -0.008], [0.042, 0.079, -0.037], [0.031, 0.026, 0.084]], "homo_lumo_gap_ha": 0.380, "lumo_energy_ha": 0.017, "max_force_ev_per_a": 1.19}